Computed, not measured: 2 unconnected molecules or ions with the total composition C2H3NO2 in a non-equilibrium geometry, with the ωB97M-V functional and the def2-TZVPD basis.

Last column: natural (NBO) charge in e.
Cartesian coordinates (Å):
C (0.50, -1.17, 0.04)  0.139
C (0.00, 0.12, 0.28)  0.524
N (0.81, -2.19, -0.43)  -0.259
O (0.40, 0.79, 1.38)  -0.646
O (-1.29, 0.24, -0.15)  -0.675
H (0.95, 0.56, -1.65)  -0.102
H (-0.02, 1.59, 1.60)  0.509
H (-1.36, 0.05, -1.07)  0.510

- energy relative to the best compared isomer or geometry (same formula, charge and spin) (kJ/mol) = 482.70
- net charge = 0
- max |F| (Eh/bohr) = 0.0650

Computed, not measured: 2 unconnected molecules or ions with the total composition C2H3NO2 in a non-equilibrium geometry, with the ωB97M-V functional and the def2-TZVPD basis.

Last column: natural (NBO) charge in e.
Cartesian coordinates (Å):
C (1.33, 1.34, 0.50)  0.073
C (-1.63, -0.84, -0.85)  0.259
N (2.71, -0.04, 1.76)  -0.045
O (-1.69, 0.30, -0.50)  -0.510
O (1.99, 0.62, 1.13)  -0.196
H (0.50, 1.24, -0.16)  0.165
H (-2.57, -1.30, -1.24)  0.132
H (-0.65, -1.32, -0.64)  0.122

- energy relative to the best compared isomer or geometry (same formula, charge and spin) (kJ/mol) = 790.79
- multiplicity = 3
- net charge = 0
- max |F| (Eh/bohr) = 0.1698

Computed, not measured: a gas-phase ion, C2H3NO2PS (charge -1) in a non-equilibrium geometry, with the ωB97M-V functional and the def2-TZVPD basis.

Last column: natural (NBO) charge in e.
Cartesian coordinates (Å):
C (-0.19, 0.57, 0.35)  -0.053
C (-1.65, 0.85, 0.07)  0.689
N (0.66, 1.44, 0.61)  -0.614
O (-2.27, 1.76, 0.55)  -0.660
O (-1.97, 0.06, -0.88)  -0.736
P (-0.08, -0.97, -0.69)  0.500
S (1.82, -1.87, 0.08)  -0.526
H (1.58, 1.35, 0.33)  0.336
H (-0.67, -1.87, 0.22)  -0.046
H (2.78, -1.32, -0.65)  0.108

- energy relative to the best compared isomer or geometry (same formula, charge and spin) (kJ/mol) = 0.00
- net charge = -1
- max |F| (Eh/bohr) = 0.0598

Computed, not measured: C2H3NO2S in the gas phase in a non-equilibrium geometry, with the ωB97M-V functional and the def2-TZVPD basis.

Last column: natural (NBO) charge in e.
Cartesian coordinates (Å):
C (1.16, -0.83, 0.25)  0.650
C (-0.24, 0.93, -0.23)  -0.326
N (-2.40, -0.75, 0.48)  -0.683
O (1.16, -1.25, -0.88)  -0.589
O (0.47, 0.19, 0.71)  -0.488
S (-2.06, 0.24, -0.52)  0.867
H (1.83, -1.24, 1.12)  0.132
H (-0.25, 2.04, 0.17)  0.218
H (0.33, 0.67, -1.09)  0.220

- energy relative to the best compared isomer or geometry (same formula, charge and spin) (kJ/mol) = 363.14
- net charge = 0
- max |F| (Eh/bohr) = 0.0576

Computed, not measured: C2H3NO2S in the gas phase in a non-equilibrium geometry, with the ωB97M-V functional and the def2-TZVPD basis.

Last column: natural (NBO) charge in e.
Cartesian coordinates (Å):
C (0.32, 0.27, 1.51)  0.493
C (-0.52, -0.61, -1.41)  0.126
N (0.65, 0.66, 0.18)  -0.375
O (0.86, 0.82, 2.38)  -0.563
O (-0.16, 0.58, -0.94)  -0.296
S (-0.93, -1.03, 1.57)  -0.165
H (-1.42, -0.84, -1.97)  0.200
H (0.05, -1.48, -1.48)  0.178
H (1.15, 1.63, 0.16)  0.403

- energy relative to the best compared isomer or geometry (same formula, charge and spin) (kJ/mol) = 535.48
- net charge = 0
- max |F| (Eh/bohr) = 0.0948

Computed, not measured: C2H3NO2S in the gas phase in a non-equilibrium geometry, with the ωB97M-V functional and the def2-TZVPD basis.

Last column: natural (NBO) charge in e.
Cartesian coordinates (Å):
C (-0.11, -0.50, 0.16)  -0.083
C (0.34, 2.20, -0.53)  0.271
H (-0.44, -3.54, 0.27)  0.487
H (0.40, -0.11, 1.15)  0.232
H (0.32, 3.17, -1.11)  0.153
N (-0.70, -1.60, -0.01)  -0.165
O (-0.34, -2.58, 0.85)  -0.546
O (0.79, 2.30, 0.55)  -0.526
S (-0.26, 0.65, -1.32)  0.175

- energy relative to the best compared isomer or geometry (same formula, charge and spin) (kJ/mol) = 378.21
- net charge = 0
- max |F| (Eh/bohr) = 0.0955

Computed, not measured: 2 unconnected molecules or ions with the total composition C2H3NO2S in a non-equilibrium geometry, with the ωB97M-V functional and the def2-TZVPD basis.

Last column: natural (NBO) charge in e.
Cartesian coordinates (Å):
C (1.07, 1.11, -0.23)  -0.553
C (0.31, -1.06, 1.64)  1.014
N (-1.24, 0.14, -1.10)  -0.994
O (0.55, -1.76, 0.79)  -0.510
O (-0.11, -0.41, 2.47)  -0.507
S (0.38, 0.22, -1.49)  0.623
H (2.15, 0.80, -0.29)  0.151
H (-1.34, 0.21, -0.11)  0.392
H (-1.77, 0.74, -1.68)  0.385

- energy relative to the best compared isomer or geometry (same formula, charge and spin) (kJ/mol) = 296.90
- net charge = 0
- max |F| (Eh/bohr) = 0.0854

Computed, not measured: a molecular structure, C2H3NO2S in a non-equilibrium geometry, with the ωB97M-V functional and the def2-TZVPD basis.

Last column: natural (NBO) charge in e.
Cartesian coordinates (Å):
C (0.48, -0.14, 0.04)  0.471
C (-0.46, 0.32, -0.74)  -0.580
N (1.48, -0.46, 0.65)  -0.674
O (3.67, -0.35, -1.16)  -0.891
O (3.77, 1.13, 0.77)  -0.896
S (3.65, -0.25, 0.27)  1.666
H (-1.21, -0.22, -1.17)  0.247
H (-0.58, 1.45, -0.77)  0.264
H (1.34, -0.70, 1.57)  0.394

- energy relative to the best compared isomer or geometry (same formula, charge and spin) (kJ/mol) = 276.06
- net charge = 0
- max |F| (Eh/bohr) = 0.0705